[1]
A structure of composition C44H46FLuN5O3PS at a distorted geometry, computed with ωB97M-V with the def2-TZVPD basis set.

frontier orbital gap = 4.797 eV
total charge = +2
electronic energy = -116415.5599 eV
ΔE to the lowest compared entry with this formula, charge and spin = 19.4 kcal per mole
lowest unoccupied orbital energy = -5.68 eV

Each line ends with the Mulliken charge.
Element x y z (Å)
Lu  0.8907  0.7311  -1.4941  0.486
F  2.1630  0.8420  5.2972  -0.372
C  1.4424  -0.1354  4.6610  0.204
C  1.4132  -0.0877  3.2990  -0.680
C  0.6235  -0.9641  2.5780  0.292
C  0.4041  -0.7997  1.1843  1.626
O  1.1928  0.0892  0.5370  -0.863
C  -0.5616  -1.6365  0.5834  0.032
C  -1.2552  -2.6266  1.2846  -0.143
N  -1.0632  -2.8097  2.6044  0.437
C  -1.5020  -3.9802  3.3511  -0.557
C  -2.8511  -3.9646  3.9933  -0.249
C  -2.5834  -4.8276  2.8165  -0.931
C  -0.2118  -1.8975  3.3136  -1.324
C  -0.1874  -1.8863  4.7237  0.290
C  0.5490  -0.9129  5.4348  0.409
N  0.3758  -0.8021  6.7904  0.071
C  0.1418  -1.9794  7.6408  -0.590
C  -0.8796  -1.7781  8.7510  -0.780
N  -0.5671  -0.5085  9.5133  -0.140
C  -0.3314  0.7089  8.5986  -0.798
C  0.7387  0.4035  7.5887  -0.820
C  -0.6903  -1.5721  -0.9352  -0.149
O  -0.6159  -2.5851  -1.6203  -0.626
O  -0.8689  -0.3276  -1.4496  -0.373
H  1.9864  0.6076  2.7787  0.740
H  -2.0499  -3.2497  0.8609  0.312
H  -0.7513  -4.5827  3.8990  0.648
H  -3.4631  -3.0379  3.7950  0.204
H  -2.7566  -4.2971  5.0429  0.304
H  -3.0951  -4.3840  1.9410  0.221
H  -2.4004  -5.8793  2.9284  0.327
H  -0.6084  -2.7873  5.1743  0.189
H  1.0954  -2.1563  8.1045  0.365
H  -0.1614  -2.7902  7.0257  0.342
H  -0.7501  -2.5938  9.4738  0.397
H  -1.8663  -1.7828  8.2647  0.378
H  0.3109  -0.6881  10.0790  0.433
H  -1.3141  -0.2281  10.1226  0.343
H  -0.0857  1.5830  9.2221  0.413
H  -1.2741  0.8261  8.0920  0.379
H  1.7234  0.2907  8.0097  0.440
H  0.9225  1.2466  6.9419  0.501
C  -0.6688  -3.2428  -6.3411  -0.462
C  0.0196  -2.3308  -7.1811  -0.693
C  0.3491  -1.0971  -6.6429  -0.111
C  0.1566  -0.8577  -5.2445  0.174
C  -0.4634  -1.7843  -4.4107  -0.335
C  -0.8931  -2.9768  -4.9788  -0.718
P  0.5825  0.6961  -4.5316  1.615
C  -0.3546  1.7697  -5.6839  0.328
C  -0.0282  3.1706  -5.5523  -0.527
C  -0.8312  4.1023  -6.1935  -0.828
C  -1.9239  3.6905  -6.9229  -0.534
C  -2.2370  2.3648  -7.0156  -0.583
C  -1.4604  1.3894  -6.4333  -0.540
C  2.3427  0.7987  -4.9970  0.520
C  2.8660  1.3670  -6.1666  -0.640
C  4.2673  1.1700  -6.3793  -0.761
C  5.0584  0.3492  -5.5412  -0.922
C  4.5287  -0.1602  -4.3500  0.764
C  5.1955  -0.9570  -3.4401  -0.593
C  4.6346  -1.4246  -2.3067  -1.283
C  3.3012  -1.0795  -1.9969  -0.081
C  2.5279  -0.3123  -2.8387  0.046
C  3.1567  0.1574  -4.0780  0.419
H  -1.0136  -4.1652  -6.8156  0.378
H  0.3018  -2.5200  -8.2155  0.418
H  0.8837  -0.3935  -7.3404  0.191
H  -0.4935  -1.5624  -3.3465  0.606
H  -1.1405  -3.8183  -4.2980  0.336
H  0.8882  3.4357  -5.0123  0.457
H  -0.7033  5.1352  -6.0016  0.434
H  -2.3921  4.5124  -7.4504  0.370
H  -3.1732  2.0148  -7.5041  0.348
H  -1.7477  0.3418  -6.4768  0.351
H  2.2562  1.8176  -6.8827  0.600
H  4.8074  1.6441  -7.2214  0.356
H  6.0798  0.1231  -5.8732  0.381
H  6.2065  -1.3071  -3.7670  0.292
H  5.2158  -2.0310  -1.6437  0.456
H  3.0126  -1.3644  -0.9731  0.192
C  -1.1323  2.4122  2.0225  -1.366
N  -0.4701  3.0298  0.8853  0.356
C  0.8580  3.5794  1.1266  -0.955
C  -1.0199  2.9743  -0.3674  0.191
S  -0.0019  3.1356  -1.7482  -0.455
N  -2.3603  2.9555  -0.4373  0.200
C  -3.1776  3.7673  0.4856  -1.043
C  -3.0040  2.3724  -1.5784  -0.994
H  -0.3443  1.7738  2.4446  0.403
H  -1.9098  1.7782  1.6944  0.458
H  -1.5865  3.1650  2.7669  0.289
H  0.8002  3.9828  2.1916  0.315
H  1.0801  4.3086  0.3464  0.426
H  1.5921  2.7718  0.9713  0.283
H  -2.5589  4.2257  1.2526  0.351
H  -3.9425  3.1125  0.9894  0.360
H  -3.7969  4.5424  -0.0348  0.395
H  -2.7823  1.2820  -1.7034  0.186
H  -2.5217  2.8330  -2.4864  0.371
H  -4.0643  2.5426  -1.5739  0.422

=====

[2]
A structure of composition C17H23F5IrNO2P2S at a distorted geometry, computed with ωB97M-V with the def2-TZVPD basis set.

frontier orbital gap (spin up / spin down) = 4.341 / 4.920 eV
total charge = +3
electronic energy = -69393.0839 eV
ΔE to the lowest compared entry with this formula, charge and spin = 0.0 kcal per mole
spin multiplicity = 6
lowest unoccupied orbital energy (spin up / spin down) = -9.97 / -13.81 eV

Each line ends with the Mulliken charge.
Element x y z (Å)
Ir  -0.3903  -0.4976  0.0597  1.292
P  1.3795  0.8220  -0.2491  0.106
C  0.6618  2.0556  -1.4205  -0.695
C  -0.3920  1.4214  -2.2659  0.661
N  -1.1127  0.4228  -1.7141  -0.271
C  -2.2750  -0.0161  -2.2358  0.670
C  -2.6686  0.4144  -3.5037  -0.654
C  -1.9295  1.4233  -4.1221  -0.758
C  -0.7965  1.9431  -3.4967  -0.523
C  -3.0569  -1.0414  -1.4427  -1.204
P  -2.6309  -0.9564  0.3320  0.567
H  -0.2229  2.7866  -3.8872  0.546
H  -3.5490  -0.0549  -3.9432  0.561
H  -2.2410  1.7962  -5.0980  0.461
H  -4.1299  -0.8787  -1.5684  0.629
H  -2.8386  -2.0651  -1.7847  0.424
H  0.1738  2.9030  -0.8851  -0.064
H  1.4446  2.5127  -2.0269  0.769
H  -0.9210  3.5171  0.7432  0.450
O  -0.9885  3.9659  -0.1138  -0.682
H  -0.4246  4.7521  -0.0213  0.349
H  -1.0544  1.3909  1.6494  0.172
O  -0.9809  2.2482  2.1225  -0.759
H  -1.8956  2.4245  2.4005  0.326
C  -3.7453  0.3125  1.0128  -1.325
H  -4.7896  0.0877  0.7473  0.457
H  -3.6488  0.3376  2.1082  0.410
H  -3.4945  1.3001  0.5996  0.376
C  -3.1374  -2.5378  1.0772  -1.251
H  -2.9559  -2.5129  2.1594  0.427
H  -4.2058  -2.7277  0.8933  0.448
H  -2.5550  -3.3607  0.6442  0.442
C  2.6806  -0.0748  -1.1223  -1.145
H  3.3327  0.6402  -1.6315  0.500
H  3.2615  -0.6734  -0.4108  0.211
H  2.2043  -0.7482  -1.8432  0.414
C  2.1856  1.7379  1.0840  -0.916
H  2.6887  1.0200  1.7422  0.241
H  2.9260  2.4353  0.6726  0.491
H  1.4405  2.2871  1.6718  0.269
F  5.9204  -2.6870  2.4761  -0.197
C  4.6031  -2.5609  2.2143  0.413
C  4.0714  -3.1475  1.0565  0.558
F  4.8672  -3.8450  0.2145  -0.181
C  2.7191  -2.9897  0.7757  0.237
F  2.1774  -3.5715  -0.3232  -0.245
C  1.9019  -2.2248  1.6310  0.113
S  0.1650  -2.1214  1.3243  -0.406
C  2.4503  -1.6478  2.7914  0.202
F  1.6513  -0.9347  3.6207  -0.280
C  3.7979  -1.8164  3.0855  0.520
F  4.3260  -1.2659  4.2004  -0.158

=====

[3]
A structure of composition C35H52OOsP3Sb at a distorted geometry, computed with ωB97M-V with the def2-TZVPD basis set.

frontier orbital gap (spin up / spin down) = 7.730 / 4.029 eV
total charge = +4
electronic energy = -76013.9455 eV
ΔE to the lowest compared entry with this formula, charge and spin = 1.7 kcal per mole
spin multiplicity = 5
lowest unoccupied orbital energy (spin up / spin down) = -10.87 / -14.93 eV

Each line ends with the Mulliken charge.
Element x y z (Å)
Os  -0.1334  0.3415  -0.6118  1.765
P  1.6300  1.3167  0.5770  0.532
P  -1.0804  2.3281  -1.4506  1.196
P  1.2465  -0.2200  -2.3584  1.026
H  -0.8867  -4.2086  0.7394  0.095
C  0.0726  -4.5740  0.3783  -0.462
C  1.2369  -4.2430  0.9592  -0.334
H  1.3003  -3.6094  1.8514  0.089
C  1.3159  1.7742  2.3192  -1.156
C  2.3518  2.8663  -0.0645  -1.283
C  3.1500  0.2886  0.8032  -1.267
C  -2.8017  2.1543  -2.0435  -0.367
C  -1.2385  3.7397  -0.2917  -1.522
C  -0.2814  3.1079  -2.9078  -1.581
C  1.9633  -1.8635  -2.0187  -1.180
C  2.6585  0.8614  -2.8331  -1.540
C  0.4698  -0.3681  -4.0102  -0.943
H  0.0600  -5.2485  -0.4802  0.362
H  2.1794  -4.6649  0.5918  0.340
H  1.0736  0.8936  2.9255  0.112
H  0.4939  2.4949  2.3979  0.209
H  2.2293  2.2377  2.7175  0.762
H  1.5790  3.5529  -0.4263  0.230
H  3.0656  2.6599  -0.8682  0.443
H  2.8860  3.3436  0.7655  0.541
H  2.8894  -0.6914  1.2224  0.322
H  3.8073  0.8042  1.5188  0.543
H  3.6957  0.1427  -0.1370  0.353
H  -2.8451  2.3853  -3.1182  0.495
H  -3.4833  2.7965  -1.4723  0.537
H  -3.1177  1.1121  -1.9231  -0.710
H  -1.4139  4.6622  -0.8667  0.602
H  -0.3287  3.8777  0.3052  0.307
H  -2.0915  3.5874  0.3828  0.407
H  -0.8333  4.0283  -3.1510  0.581
H  -0.3219  2.4383  -3.7748  0.357
H  0.7616  3.3707  -2.7044  0.343
H  2.5729  -2.1829  -2.8750  0.546
H  1.1537  -2.5862  -1.8511  0.224
H  2.5906  -1.8350  -1.1180  0.334
H  3.0521  0.4835  -3.7881  0.637
H  3.4660  0.8491  -2.0924  0.392
H  2.3209  1.8929  -2.9899  0.304
H  1.2481  -0.2382  -4.7780  0.661
H  -0.3003  0.4035  -4.1408  0.137
H  0.0017  -1.3534  -4.1225  0.153
C  -2.5690  -1.3450  -2.9646  0.237
C  -3.3731  -0.8116  -4.0284  -0.432
C  -3.2387  -1.3303  -5.3047  -0.695
C  -2.5019  -2.5037  -5.5150  -0.490
C  -1.9213  -3.1752  -4.4266  -0.490
C  -1.9745  -2.6365  -3.1560  -0.506
O  -2.2856  -0.6345  -1.9261  0.360
H  0.9678  -0.5418  0.1836  -0.104
H  -3.9817  0.0639  -3.8132  0.487
H  -3.7206  -0.8236  -6.1456  0.470
H  -2.4067  -2.9111  -6.5245  0.474
H  -1.4252  -4.1376  -4.5771  0.457
H  -1.5131  -3.0956  -2.2812  0.458
C  -3.8285  3.0292  4.7714  -0.767
C  -2.7627  3.4966  3.9952  -0.773
C  -2.2499  2.7085  2.9556  0.077
C  -2.7704  1.4328  2.7247  0.781
C  -3.8729  0.9887  3.4562  -0.517
C  -4.3923  1.7791  4.4921  -0.753
Sb  -1.7033  -0.0625  1.4410  -0.879
C  -0.8218  -0.9829  3.2785  0.617
C  -0.5134  -2.3433  3.2884  -0.525
C  -0.0988  -2.9651  4.4765  -0.504
C  0.1047  -2.2028  5.6351  -0.689
C  -0.1516  -0.8280  5.6108  -0.714
C  -0.6345  -0.2275  4.4397  -0.140
C  -3.4627  -1.3192  1.1445  0.622
C  -3.6824  -2.4703  1.9037  -0.227
C  -4.8832  -3.1782  1.7635  -0.507
C  -5.8683  -2.7286  0.8772  -0.624
C  -5.6440  -1.5702  0.1207  -0.735
C  -4.4355  -0.8755  0.2475  -0.069
H  -4.2230  3.6391  5.5862  0.432
H  -2.3182  4.4743  4.1969  0.479
H  -1.4335  3.1004  2.3467  -0.041
H  -4.3306  0.0213  3.2447  0.378
H  -5.2320  1.4062  5.0797  0.469
H  -0.5876  -2.9386  2.3753  0.551
H  0.0675  -4.0424  4.4915  0.525
H  0.4592  -2.6788  6.5510  0.494
H  0.0118  -0.2143  6.4998  0.500
H  -0.8743  0.8402  4.4537  0.490
H  -2.9346  -2.8147  2.6189  0.387
H  -5.0471  -4.0775  2.3621  0.504
H  -6.8101  -3.2705  0.7790  0.479
H  -6.4049  -1.2003  -0.5677  0.525
H  -4.2743  0.0248  -0.3417  0.336

=====

[4]
The molecule C4H7NO3 at a distorted geometry, computed with ωB97M-V with the def2-TZVPD basis set.

frontier orbital gap = 9.937 eV
total charge = 0
electronic energy = -11890.6482 eV
ΔE to the lowest compared entry with this formula, charge and spin = 106.8 kcal per mole
lowest unoccupied orbital energy = 0.63 eV

Each line ends with the Mulliken charge.
Element x y z (Å)
C  -0.6480  -0.5519  -0.4619  -0.011
C  -1.1958  -0.0670  -1.7840  -1.256
C  0.7769  -0.5055  -0.2805  0.619
N  1.9627  0.4620  1.7192  -0.473
C  -0.9482  0.4650  1.0027  0.135
O  0.8553  -0.3462  1.2694  -0.198
O  1.7038  -0.1316  -0.9455  -0.538
O  -1.8319  0.1666  1.7598  -0.503
H  -1.0788  -1.4752  -0.0828  0.337
H  2.6199  0.4566  0.9321  0.266
H  2.3911  -0.1298  2.4297  0.271
H  -0.5853  1.4853  0.8174  0.349
H  -1.0262  -0.7997  -2.5795  0.341
H  -0.7223  0.8677  -2.0957  0.300
H  -2.2731  0.1039  -1.7005  0.360

=====

[5]
A structure of composition C37H43I2IrN5OSi2 at a distorted geometry, computed with ωB97M-V with the def2-TZVPD basis set.

frontier orbital gap (spin up / spin down) = 5.440 / 4.862 eV
total charge = 0
electronic energy = -83360.8079 eV
ΔE to the lowest compared entry with this formula, charge and spin = 32.2 kcal per mole
spin multiplicity = 2
lowest unoccupied orbital energy (spin up / spin down) = -0.99 / -1.60 eV

Each line ends with the Mulliken charge.
Element x y z (Å)
Ir  -0.3041  -0.3187  -0.3700  4.577
I  -8.1510  0.9301  -1.9414  0.029
C  -6.0812  0.9216  -1.5457  -0.514
C  -5.5063  1.9754  -0.8523  -0.363
C  -4.1509  1.9419  -0.6149  0.070
I  -3.1898  3.5039  0.4107  -0.023
C  -3.3033  0.9019  -1.0695  -1.661
O  -2.0302  0.9696  -0.8431  0.495
C  -3.9351  -0.1430  -1.7864  0.875
C  -3.0972  -1.2354  -2.3765  -1.107
N  -2.1584  -1.8187  -1.4131  -0.102
C  -1.6583  -3.0898  -1.8981  -1.132
C  -0.5230  -3.6196  -1.0719  0.717
C  -0.2333  -4.9797  -1.0854  -1.065
C  0.8743  -5.4422  -0.3994  -0.558
C  1.6472  -4.5262  0.2971  -1.116
C  1.2674  -3.1975  0.2913  -0.588
N  0.2123  -2.7458  -0.3876  0.265
C  -5.3027  -0.1233  -2.0086  -0.716
H  -6.1027  2.8103  -0.5137  0.424
H  -2.5127  -0.8400  -3.2156  0.445
H  -3.7705  -2.0063  -2.7764  0.457
H  -2.6590  -1.9812  -0.5428  -0.220
H  -1.2901  -2.9389  -2.9197  0.322
H  -2.4525  -3.8471  -1.9580  0.560
H  -0.8724  -5.6633  -1.6277  0.528
H  1.1314  -6.4930  -0.4009  0.447
H  2.5308  -4.8346  0.8366  0.532
H  1.8321  -2.4632  0.8428  0.510
H  -5.7628  -0.9299  -2.5659  0.420
C  -2.9445  -1.1120  1.8163  -0.477
Si  -1.3604  -0.9878  2.8427  0.021
C  -1.1338  -2.6838  3.6694  -1.217
C  -1.6870  0.3280  4.1692  -1.211
N  -0.0111  -0.6318  1.7973  0.348
C  1.2440  -0.4157  2.1891  0.933
C  1.6685  -0.4839  3.5396  -1.125
C  2.9580  -0.2156  3.9083  -1.175
C  3.9134  0.1442  2.9374  -1.154
C  3.5633  0.1683  1.6178  -0.867
C  2.2505  -0.1522  1.1883  0.975
N  1.9148  -0.2730  -0.0927  -0.618
Si  2.9581  -0.3860  -1.4828  0.581
C  4.3397  -1.6740  -1.2601  -1.339
C  1.8321  -1.0099  -2.8835  -0.661
C  3.7564  1.2414  -2.0322  -1.198
H  -3.8060  -0.8504  2.4313  0.577
H  -3.1092  -2.1264  1.4462  0.286
H  -2.9240  -0.4205  0.9740  -0.463
H  -2.0358  -2.9676  4.2124  0.421
H  -0.3044  -2.6994  4.3762  0.347
H  -0.9379  -3.4529  2.9201  0.299
H  -2.3505  -0.0773  4.9345  0.480
H  -2.1692  1.2105  3.7473  0.346
H  -0.7739  0.6605  4.6623  0.325
H  0.9443  -0.7561  4.2941  0.356
H  3.2454  -0.2755  4.9492  0.416
H  4.9225  0.3935  3.2353  0.408
H  4.2863  0.4432  0.8612  0.409
H  3.9438  -2.6901  -1.2950  0.317
H  4.8612  -1.5531  -0.3100  0.378
H  5.0795  -1.5810  -2.0554  0.422
H  0.7934  -1.0295  -2.5455  -0.335
H  2.0941  -2.0209  -3.1988  0.433
H  1.8904  -0.3578  -3.7547  0.408
H  4.3345  1.7133  -1.2368  0.331
H  2.9945  1.9483  -2.3644  0.183
H  4.4327  1.0632  -2.8697  0.488
C  2.1922  3.5321  2.9369  -0.855
C  2.7960  3.6530  1.6917  -1.030
C  2.1861  3.1406  0.5629  0.114
C  0.9630  2.4557  0.6554  -1.060
C  0.3652  2.3423  1.9161  0.225
C  0.9680  2.8871  3.0363  -0.608
N  0.3758  1.8737  -0.4549  1.201
C  0.1792  2.5645  -1.6134  -0.001
C  0.2359  3.9753  -1.6934  -0.616
C  -0.0417  4.6255  -2.8800  -0.671
C  -0.4114  3.9187  -4.0163  -0.749
C  -0.4892  2.5336  -3.9556  -1.371
C  -0.1869  1.8693  -2.7863  0.017
H  2.6641  3.9487  3.8167  0.421
H  3.7477  4.1614  1.5990  0.420
H  2.6609  3.2354  -0.4036  0.698
H  -0.5968  1.8533  1.9757  0.292
H  0.4758  2.8195  3.9986  0.456
H  0.4538  4.5484  -0.8033  0.413
H  0.0125  5.7061  -2.9231  0.402
H  -0.6453  4.4427  -4.9331  0.382
H  -0.7905  1.9771  -4.8347  0.423
H  -0.2361  0.7885  -2.7233  0.335

=====

[6]
The molecule C3H5N3 at a distorted geometry, computed with ωB97M-V with the def2-TZVPD basis set.

frontier orbital gap = 9.307 eV
total charge = 0
electronic energy = -7661.4406 eV
ΔE to the lowest compared entry with this formula, charge and spin = 23.4 kcal per mole
lowest unoccupied orbital energy = 1.08 eV

Each line ends with the Mulliken charge.
Element x y z (Å)
N  -0.3415  -1.6706  1.0220  -0.488
C  -0.0649  -0.5100  0.3230  0.594
C  -0.0827  -0.2741  -1.0176  -0.591
N  0.1995  1.1020  -1.1944  -0.395
C  0.4047  1.5404  0.1127  -0.120
N  0.2176  0.6536  1.0327  -0.577
H  -0.0416  -1.6365  1.9856  0.268
H  -0.0676  -2.5196  0.5517  0.246
H  -0.2374  -0.9475  -1.8507  0.368
H  -0.6554  1.7022  -1.1886  0.279
H  0.6847  2.5784  0.2438  0.416